Entry 1:
Entry from OMol25: a structure of composition C28H53AlO2PSe2Si2 (ωB97M-V/def2-TZVPD).

Summary:
spin multiplicity: 1
net charge: +1

Each line ends with the Mulliken charge.
Geometry (Å):
O: -0.4689 -1.6431 -1.0005  0.447
O: -2.8453 -0.4608 -5.5955  -0.273
C: 0.4064 -2.4558 -1.9055  -0.427
C: 0.9009 -3.7142 -1.2360  -1.268
H: 1.2373 -1.7948 -2.1858  0.467
H: -0.1953 -2.6653 -2.7904  0.452
H: 1.3636 -3.5298 -0.2588  0.241
H: 1.6566 -4.1664 -1.8827  0.460
H: 0.1036 -4.4529 -1.1128  0.362
C: -1.6431 -2.4502 -0.5298  -0.231
C: -2.4662 -2.9467 -1.6905  -1.539
H: -2.2249 -1.7681 0.1064  0.294
H: -1.2468 -3.2689 0.0799  0.443
H: -2.9143 -2.1158 -2.2468  0.356
H: -3.2874 -3.5568 -1.2941  0.428
H: -1.8950 -3.5835 -2.3689  0.365
C: -3.9014 0.4954 -5.8017  -0.264
C: -2.7505 -1.5187 -6.5619  -0.180
C: -5.0931 0.2649 -4.8852  -1.196
H: -4.2370 0.4851 -6.8514  0.389
H: -3.4505 1.4754 -5.5888  0.267
H: -5.5649 -0.7107 -5.0738  0.282
H: -5.8343 1.0478 -5.0742  0.394
H: -4.8041 0.3085 -3.8251  0.232
C: -4.0080 -2.3592 -6.7250  -1.207
H: -1.9127 -2.1369 -6.2156  0.274
H: -2.4778 -1.0847 -7.5383  0.284
H: -4.3391 -2.7937 -5.7720  0.258
H: -3.7835 -3.1821 -7.4094  0.401
H: -4.8406 -1.7879 -7.1575  0.317
H: -0.7627 0.9805 -4.7313  0.038
Al: 0.3119 -0.3130 0.1628  -0.288
C: -0.3183 1.9964 -4.7720  -0.624
Si: 0.7184 2.3081 -6.3235  0.345
H: -1.1557 2.7044 -4.7453  0.314
H: 0.2900 2.1728 -3.8727  0.242
C: 1.5331 0.6970 -6.8601  -0.911
C: 2.0618 3.5977 -6.0222  -0.973
C: -0.3958 2.9284 -7.7169  -1.027
C: 2.0924 -0.0501 -0.5480  -0.553
Si: 3.3596 1.0593 0.3464  0.244
H: 2.0213 0.2490 -1.6013  0.529
H: 2.6298 -1.0179 -0.5533  0.215
C: 4.0852 2.3178 -0.8283  -1.089
C: 4.7546 -0.1178 0.8089  -1.157
C: 2.8155 1.9484 1.8979  -0.653
H: 0.1992 3.2253 -8.5939  0.322
H: -0.9803 3.8045 -7.3990  0.332
H: -1.1004 2.1481 -8.0391  0.277
H: 2.3099 0.4011 -6.1406  0.292
H: 2.0060 0.8074 -7.8481  0.302
H: 0.7929 -0.1132 -6.9225  0.248
H: 2.6057 3.4000 -5.0877  0.257
H: 1.6324 4.6085 -5.9614  0.303
H: 2.7936 3.5953 -6.8443  0.294
H: 4.9645 -0.8228 -0.0066  0.362
H: 4.5188 -0.6986 1.7089  0.293
H: 5.6646 0.4663 0.9957  0.355
H: 2.5180 1.2650 2.7039  -0.025
H: 1.9835 2.6450 1.7395  0.320
H: 3.6767 2.5324 2.2547  0.421
H: 4.9656 2.7742 -0.3588  0.325
H: 3.3766 3.1196 -1.0681  0.316
H: 4.4092 1.8605 -1.7716  0.328
Se: 0.8261 -1.2598 2.3227  -0.106
P: -0.8473 0.0504 3.0231  0.355
Se: -1.6186 0.8672 1.0823  -0.237
C: -1.9026 -1.1069 3.9369  0.570
C: -2.2840 -2.2848 3.2611  0.060
C: -2.7685 -3.3781 3.9758  -0.614
C: -2.8980 -3.2825 5.3789  -0.476
C: -2.5215 -2.1091 6.0571  -0.702
C: -2.0206 -1.0159 5.3409  -0.449
C: -0.4063 1.4112 4.1270  0.747
C: -1.1137 2.6258 4.2102  -0.550
C: -0.6570 3.6293 5.0705  -0.656
C: 0.5224 3.4292 5.8205  -0.447
C: 1.2372 2.2305 5.7095  -0.773
C: 0.7684 1.2112 4.8803  -0.232
H: -2.1627 -2.3446 2.1754  0.027
H: -3.0275 -4.3004 3.4518  0.408
H: -3.2413 -4.1527 5.9385  0.371
H: -2.5851 -2.0619 7.1477  0.391
H: -1.7368 -0.0981 5.8618  0.395
H: -2.0195 2.7873 3.6149  0.409
H: -1.1933 4.5758 5.1587  0.400
H: 0.8959 4.2249 6.4655  0.399
H: 2.1719 2.0778 6.2621  0.391
H: 1.3056 0.2649 4.7956  0.518


Entry 2:
Entry from OMol25: a structure of composition C28H53BN6OPdSb (ωB97M-V/def2-TZVPD).

Summary:
spin multiplicity: 1
net charge: -1

Each line ends with the Mulliken charge.
Geometry (Å):
Pd: -0.4814 -0.3605 -0.3320  0.290
C: -1.3355 -1.7932 3.8695  -1.126
C: -0.0767 -2.0071 3.0863  0.456
C: 1.2127 -2.3133 3.5664  -1.442
C: 1.9748 -2.4822 2.4344  0.758
C: 3.4241 -2.8221 2.3487  -1.240
N: 1.1856 -2.2565 1.3499  1.310
N: -0.0878 -1.9689 1.7703  -0.648
B: 1.3721 -2.8785 -0.1038  -1.008
N: -0.0037 -3.4134 -0.5591  1.146
N: -1.0368 -2.5667 -0.8472  -0.064
C: -2.0637 -3.3239 -1.1722  -0.004
C: -3.3622 -2.6912 -1.5553  -1.220
C: -1.7132 -4.6896 -1.1022  -1.313
C: -0.3943 -4.6945 -0.7042  0.750
C: 0.5102 -5.8539 -0.4434  -1.436
N: 1.9840 -1.9863 -1.2767  1.557
N: 1.1582 -1.6642 -2.3250  -0.532
C: 1.9034 -1.6108 -3.4056  0.605
C: 1.2739 -1.4573 -4.7533  -1.582
C: 3.2594 -1.8593 -3.0916  -1.365
C: 3.2607 -2.1045 -1.7427  0.756
C: 4.4296 -2.4292 -0.8764  -1.274
H: -1.2122 -2.1610 4.8891  0.419
H: -2.1652 -2.3261 3.4040  0.259
H: -1.6141 -0.7392 3.9256  0.064
H: 1.5376 -2.4118 4.5909  0.442
H: 3.8401 -2.8782 3.3548  0.427
H: 3.9778 -2.0664 1.7946  0.070
H: 3.5883 -3.7798 1.8522  0.230
H: 2.1422 -3.8033 0.0264  -0.152
H: -3.2419 -1.6079 -1.5581  0.045
H: -4.1592 -2.9481 -0.8533  0.296
H: -3.6801 -3.0084 -2.5512  0.329
H: -2.3325 -5.5480 -1.3108  0.428
H: -0.0467 -6.7819 -0.5754  0.373
H: 0.9064 -5.8290 0.5725  0.248
H: 1.3628 -5.8623 -1.1245  0.228
H: 0.2309 -1.1643 -4.6469  0.252
H: 1.3014 -2.4142 -5.2807  0.369
H: 1.7887 -0.7211 -5.3737  0.358
H: 4.1117 -1.8681 -3.7543  0.414
H: 5.3188 -2.5410 -1.4971  0.364
H: 4.2765 -3.3536 -0.3202  0.246
H: 4.6194 -1.6358 -0.1523  0.185
C: 0.3489 1.4829 -4.1531  -0.876
O: -0.5776 1.3017 -3.1143  -0.337
H: 0.1007 0.9080 -5.0493  0.235
H: 1.3683 1.2272 -3.8467  0.290
H: 0.3290 2.5432 -4.4205  0.417
H: -0.4086 0.5140 -2.5825  0.068
C: -0.6630 5.2612 0.1099  -1.584
C: -0.5457 3.9984 -0.7457  1.979
C: -1.6146 4.0802 -1.8382  -2.032
C: 0.8408 3.9434 -1.3881  -1.762
Sb: -0.7593 2.0523 0.2918  1.434
C: -2.8623 2.1480 1.0217  2.066
C: -3.0398 1.1072 2.1236  -1.809
C: -3.6686 1.6784 -0.1924  -2.004
C: -3.3788 3.4996 1.4960  -1.931
C: 0.6280 2.2839 2.0397  2.166
C: 1.8770 1.5227 1.5889  -1.885
C: 0.0230 1.5524 3.2291  -1.529
C: 1.0335 3.6827 2.4825  -2.119
H: -0.6293 6.1370 -0.5550  0.511
H: 0.1498 5.3684 0.8185  0.266
H: -1.5995 5.3116 0.6596  0.165
H: -1.3965 4.9419 -2.4861  0.525
H: -2.6078 4.2419 -1.4128  0.317
H: -1.6492 3.1805 -2.4499  0.281
H: 0.9788 4.8102 -2.0501  0.477
H: 0.9691 3.0365 -1.9837  0.165
H: 1.6390 3.9675 -0.6408  0.258
H: -2.5500 0.1653 1.8604  0.107
H: -4.1132 0.9023 2.2484  0.629
H: -2.6556 1.4450 3.0840  0.261
H: -3.3022 0.7142 -0.5502  0.245
H: -3.6164 2.3772 -1.0287  0.261
H: -4.7243 1.5667 0.0950  0.541
H: -2.7692 3.9143 2.3041  0.258
H: -4.4039 3.3916 1.8805  0.482
H: -3.4156 4.2311 0.6889  0.343
H: 1.6312 0.5223 1.2211  0.213
H: 2.5647 1.4185 2.4407  0.472
H: 2.4061 2.0448 0.7858  0.291
H: -0.3639 0.5744 2.9402  -0.261
H: -0.7783 2.1292 3.6944  0.323
H: 0.8017 1.3829 3.9867  0.620
H: 1.5763 4.2250 1.7078  0.381
H: 1.7054 3.6024 3.3505  0.489
H: 0.1779 4.2864 2.7917  0.325


In order of appearance, relative energy (zero: lowest compared OMol25 entry of this formula, charge and spin) = 18.94 0.00 kJ/mol.
In order of appearance, Kohn-Sham gap = 0.3202 0.2259 hartree.
In order of appearance, calculated total energy = -7214.7790 -1895.5583 hartree.